Formula: C44H110O22
Source: the Open Molecules 2025 dataset
Level of theory: wB97M-V/def2-TZVPD

The energy relative to the best compared isomer or geometry (same formula, charge and spin) is 74.12 kcal/mol. The maximum force is 3.3 eV/A. Its spin multiplicity is 1. As for the HOMO-LUMO gap: 0.3561 hartree. Its SMILES is COCCOC.COCCOC.COCCOC.COCCOC.COCCOC.COCCOC.COCCOC.COCCOC.COCCOC.COCCOC.COCCOC. The HOMO energy is -9.1 eV.

Bonds (Å) are listed after each position.
Atoms and positions in Å:
1 C 5.2097 -3.9558 2.1113  O2 1.408, H7 1.086, H8 1.108, H9 1.080
2 O 4.6250 -3.7135 0.8538  C1 1.408, C3 1.372
3 C 4.0159 -2.4847 0.8225  O2 1.372, C4 1.529, H10 1.128, H11 1.107
4 C 3.2667 -2.4298 -0.5098  C3 1.529, O5 1.440, H12 1.114, H13 1.159
5 O 2.0810 -3.2432 -0.4265  C4 1.440, C6 1.430
6 C 1.5140 -3.1771 -1.7376  O5 1.430, H14 1.074, H15 1.083, H16 1.110
7 H 5.8783 -3.1602 2.4263  C1 1.086
8 H 5.7963 -4.8621 1.8618  C1 1.108
9 H 4.5044 -4.1110 2.9144  C1 1.080
10 H 4.6877 -1.5898 0.9659  C3 1.128
11 H 3.2501 -2.5321 1.6209  C3 1.107
12 H 3.9783 -2.8375 -1.2642  C4 1.114
13 H 3.0163 -1.3235 -0.7465  C4 1.159
14 H 1.2904 -2.1815 -2.0713  C6 1.074
15 H 0.6232 -3.7849 -1.6402  C6 1.083
16 H 2.2673 -3.5897 -2.4402  C6 1.110
17 C -0.2934 0.4404 -6.3389  O18 1.407, H23 1.136, H24 1.124, H25 1.108
18 O -0.6120 -0.6960 -5.5721  C17 1.407, C19 1.417
19 C -1.9022 -1.2200 -5.8360  O18 1.417, C20 1.453, H26 1.078, H27 1.094
20 C -2.1455 -2.5487 -5.3020  C19 1.453, O21 1.443, H28 1.061, H29 1.091
21 O -2.2024 -2.5412 -3.8602  C20 1.443, C22 1.402
22 C -2.0774 -3.8844 -3.4773  O21 1.402, H30 1.106, H31 1.100, H32 1.097
23 H -1.0360 1.2921 -6.2240  C17 1.136
24 H -0.2380 0.2822 -7.4502  C17 1.124
25 H 0.6522 0.8112 -5.8964  C17 1.108
26 H -2.0464 -1.3018 -6.9012  C19 1.078
27 H -2.6292 -0.4786 -5.4902  C19 1.094
28 H -1.4374 -3.2787 -5.6047  C20 1.061
29 H -3.1146 -2.7745 -5.7483  C20 1.091
30 H -2.0290 -4.0036 -2.3786  C22 1.106
31 H -1.2172 -4.3525 -3.9776  C22 1.100
32 H -2.9178 -4.4658 -3.8774  C22 1.097
33 C 3.1333 -0.4791 -4.2286  O34 1.379, H39 1.086, H40 1.069, H41 1.105
34 O 3.9787 0.0494 -5.1817  C33 1.379, C35 1.405
35 C 5.2805 0.1500 -4.6620  O34 1.405, C36 1.498, H42 1.092, H43 1.081
36 C 6.2207 0.6275 -5.7255  C35 1.498, O37 1.419, H44 1.081, H45 1.089
37 O 7.3613 1.1139 -5.0355  C36 1.419, C38 1.442
38 C 8.2716 1.7776 -5.9363  O37 1.442, H46 1.114, H47 1.091, H48 1.060
39 H 3.4682 -1.4663 -3.9251  C33 1.086
40 H 2.1838 -0.6233 -4.6986  C33 1.069
41 H 3.0634 0.2324 -3.3866  C33 1.105
42 H 5.6416 -0.8133 -4.2962  C35 1.092
43 H 5.3421 0.7880 -3.7918  C35 1.081
44 H 5.7853 1.4790 -6.2290  C36 1.081
45 H 6.4966 -0.1258 -6.4626  C36 1.089
46 H 9.2132 1.9517 -5.3678  C38 1.114
47 H 7.7756 2.7176 -6.1830  C38 1.091
48 H 8.3468 1.1786 -6.8082  C38 1.060
49 C -0.6906 -0.6545 2.7958  O50 1.452, H55 1.086, H56 1.083, H57 1.081
50 O -1.0431 0.0280 1.5637  C49 1.452, C51 1.380
51 C -0.9445 -0.8497 0.5031  O50 1.380, C52 1.497, H58 1.071, H59 1.092
52 C -1.0757 -0.1291 -0.8026  C51 1.497, O53 1.438, H60 1.104, H61 1.124
53 O 0.2460 0.2781 -1.1964  C52 1.438, C54 1.399
54 C 0.1726 1.0847 -2.3371  O53 1.399, H62 1.160, H63 1.104, H64 1.109
55 H -0.6465 0.1234 3.5527  C49 1.086
56 H 0.2702 -1.1461 2.7098  C49 1.083
57 H -1.4844 -1.3173 3.1108  C49 1.081
58 H -1.7208 -1.5365 0.7720  C51 1.071
59 H -0.0132 -1.4192 0.5435  C51 1.092
60 H -1.8056 0.6974 -0.7536  C52 1.104
61 H -1.4404 -0.8671 -1.5680  C52 1.124
62 H -0.4988 2.0202 -2.1993  C54 1.160
63 H -0.2334 0.4672 -3.1574  C54 1.104
64 H 1.2331 1.2914 -2.5862  C54 1.109
65 C -2.1316 3.3616 0.2213  O66 1.437, H71 1.084, H72 1.066, H73 1.151
66 O -3.3923 3.2872 0.9078  C65 1.437, C67 1.438
67 C -3.3231 3.3774 2.3417  O66 1.438, C68 1.486, H74 1.104, H75 1.107
68 C -4.5486 2.9142 3.0435  C67 1.486, O69 1.357, H76 1.072, H77 1.058
69 O -5.6710 3.6243 2.7666  C68 1.357, C70 1.453
70 C -6.7912 3.1845 3.5807  O69 1.453, H78 1.069, H79 1.083, H80 1.090
71 H -1.7191 4.3632 0.2537  C65 1.084
72 H -2.3878 3.1059 -0.7812  C65 1.066
73 H -1.3951 2.5916 0.6569  C65 1.151
74 H -3.0197 4.4014 2.6199  C67 1.104
75 H -2.6240 2.5627 2.6134  C67 1.107
76 H -4.2532 2.9705 4.0727  C68 1.072
77 H -4.6489 1.9182 2.7016  C68 1.058
78 H -7.6539 3.5094 3.0390  C70 1.069
79 H -6.7469 3.5513 4.5986  C70 1.083
80 H -6.7826 2.0952 3.5456  C70 1.090
81 C 1.6753 1.6308 5.6594  O82 1.417, H87 1.085, H88 1.124, H89 1.063
82 O 0.8585 2.7173 5.2595  C81 1.417, C83 1.375
83 C 0.8150 3.7833 6.1269  O82 1.375, C84 1.483, H90 1.114, H91 1.110
84 C -0.1836 4.8470 5.8617  C83 1.483, O85 1.458, H92 1.057, H93 1.124
85 O 0.1489 5.7102 4.7346  C84 1.458, C86 1.400
86 C 0.5954 5.0911 3.5610  O85 1.400, H94 1.076, H95 1.103, H96 1.097
87 H 1.4761 1.4068 6.7023  C81 1.085
88 H 2.7107 2.0675 5.6841  C81 1.124
89 H 1.6060 0.7993 5.0008  C81 1.063
90 H 1.8096 4.2847 6.1581  C83 1.114
91 H 0.6143 3.4926 7.1788  C83 1.110
92 H -0.2714 5.4518 6.7246  C84 1.057
93 H -1.1944 4.3746 5.7227  C84 1.124
94 H 0.0128 4.2788 3.1639  C86 1.076
95 H 1.5560 4.5790 3.7384  C86 1.103
96 H 0.6663 5.8771 2.7991  C86 1.097
97 C -5.7638 -3.0717 -2.3216  O98 1.441, H103 1.100, H104 1.122, H105 1.086
98 O -5.6876 -1.7932 -1.6611  C97 1.441, C99 1.425
99 C -4.4114 -1.4940 -1.1011  O98 1.425, C100 1.517, H106 1.072, H107 1.087
100 C -4.6261 -0.3054 -0.1831  C99 1.517, O101 1.419, H108 1.122, H109 1.092
101 O -5.4537 -0.5859 0.9350  C100 1.419, C102 1.446
102 C -4.7580 -1.3721 1.9287  O101 1.446, H110 1.122, H111 1.092, H112 1.087
103 H -5.6614 -3.9341 -1.6466  C97 1.100
104 H -4.9597 -3.0730 -3.1041  C97 1.122
105 H -6.7740 -3.0772 -2.7191  C97 1.086
106 H -3.6496 -1.2994 -1.8294  C99 1.072
107 H -4.0446 -2.3647 -0.5632  C99 1.087
108 H -5.1585 0.4797 -0.7815  C100 1.122
109 H -3.8270 0.2912 0.2632  C100 1.092
110 H -3.7530 -0.9284 2.1581  C102 1.122
111 H -4.5725 -2.4012 1.6156  C102 1.092
112 H -5.4389 -1.4097 2.7751  C102 1.087
113 C -2.8979 8.5415 -4.7654  O114 1.411, H119 1.051, H120 1.108, H121 1.147
114 O -2.1299 7.3889 -4.4943  C113 1.411, C115 1.423
115 C -0.7306 7.6264 -4.3991  O114 1.423, C116 1.483, H122 1.051, H123 1.068
116 C 0.0129 6.3573 -4.2132  C115 1.483, O117 1.416, H124 1.117, H125 1.101
117 O -0.3452 5.5316 -3.1195  C116 1.416, C118 1.451
118 C -1.4911 4.6925 -3.4173  O117 1.451, H126 1.102, H127 1.196, H128 1.087
119 H -3.8690 8.2516 -5.0431  C113 1.051
120 H -2.4996 9.1772 -5.5809  C113 1.108
121 H -2.8464 9.2004 -3.8279  C113 1.147
122 H -0.5449 8.1486 -3.5063  C115 1.051
123 H -0.4090 8.1243 -5.2881  C115 1.068
124 H 1.0711 6.6507 -4.0101  C116 1.117
125 H 0.0413 5.6976 -5.0944  C116 1.101
126 H -1.8794 4.4110 -2.4250  C118 1.102
127 H -1.2657 3.7270 -4.0865  C118 1.196
128 H -2.2464 5.2638 -3.9512  C118 1.087
129 C -3.3666 -6.8019 -0.6340  O130 1.419, H135 1.096, H136 1.078, H137 1.104
130 O -2.0963 -6.1778 -0.7417  C129 1.419, C131 1.457
131 C -1.4632 -5.8422 0.5274  O130 1.457, C132 1.555, H138 1.096, H139 1.093
132 C -2.1484 -4.7590 1.4080  C131 1.555, O133 1.448, H140 1.103, H141 1.089
133 O -3.3724 -5.0730 2.1155  C132 1.448, C134 1.422
134 C -3.2435 -5.9478 3.2288  O133 1.422, H142 1.092, H143 1.107, H144 1.111
135 H -3.8529 -6.8955 -1.6116  C129 1.096
136 H -4.0169 -6.0866 -0.1560  C129 1.078
137 H -3.3499 -7.7532 -0.0741  C129 1.104
138 H -0.4546 -5.4640 0.3236  C131 1.096
139 H -1.3809 -6.7903 1.0646  C131 1.093
140 H -2.5856 -4.0207 0.7157  C132 1.103
141 H -1.4468 -4.2816 2.0900  C132 1.089
142 H -4.2750 -6.2074 3.4777  C134 1.092
143 H -2.7185 -5.5367 4.1119  C134 1.107
144 H -2.7152 -6.8444 2.8403  C134 1.111
145 C 3.4019 3.5954 0.4247  O146 1.449, H151 1.097, H152 1.096, H153 1.090
146 O 3.0030 3.2076 1.7623  C145 1.449, C147 1.494
147 C 2.0674 2.0464 1.8547  O146 1.494, C148 1.499, H154 1.131, H155 1.079
148 C 2.7333 0.7260 1.6099  C147 1.499, O149 1.412, H156 1.119, H157 1.090
149 O 3.7752 0.3523 2.4873  C148 1.412, C150 1.447
150 C 4.9197 1.2017 2.2397  O149 1.447, H158 1.066, H159 1.077, H160 1.116
151 H 3.9487 2.7909 -0.0817  C145 1.097
152 H 3.9945 4.5084 0.5530  C145 1.096
153 H 2.5637 3.6452 -0.2700  C145 1.090
154 H 1.1862 2.1801 1.1590  C147 1.131
155 H 1.6406 2.1352 2.8414  C147 1.079
156 H 3.0785 0.6546 0.5483  C148 1.119
157 H 1.9512 -0.0078 1.8070  C148 1.090
158 H 5.6297 1.0286 3.0156  C150 1.066
159 H 4.5731 2.2193 2.3037  C150 1.077
160 H 5.3326 1.0435 1.2151  C150 1.116
161 C 1.3378 -4.8670 2.7021  O162 1.463, H167 1.115, H168 1.099, H169 1.119
162 O 0.3764 -4.0865 3.4820  C161 1.463, C163 1.381
163 C 0.5237 -3.9708 4.8504  O162 1.381, C164 1.469, H170 1.123, H171 1.101
164 C 1.6191 -3.0566 5.2008  C163 1.469, O165 1.354, H172 1.133, H173 1.095
165 O 2.7862 -3.7330 5.3130  C164 1.354, C166 1.414
166 C 3.9078 -2.9570 5.6868  O165 1.414, H174 1.119, H175 1.087, H176 1.114
167 H 1.4060 -5.8538 3.2176  C161 1.115
168 H 2.2783 -4.3234 2.5367  C161 1.099
169 H 0.7903 -4.9648 1.7310  C161 1.119
170 H 0.7783 -4.9781 5.2772  C163 1.123
171 H -0.3986 -3.5622 5.2911  C163 1.101
172 H 1.2527 -2.3859 6.0367  C164 1.133
173 H 1.6467 -2.3118 4.3988  C164 1.095
174 H 4.1103 -2.1614 4.9264  C166 1.119
175 H 4.7013 -3.6800 5.8565  C166 1.087
176 H 3.6884 -2.5471 6.6993  C166 1.114